Formula: C3H9NOS2
Source: the Open Molecules 2025 dataset
Level of theory: the ωB97M-V functional and the def2-TZVPD basis

The geometry in XYZ format:
```
16
Properties=species:S:1:pos:R:3
N 0.3786 -1.2206 -0.2580
C 0.2921 0.2267 -0.4250
C -0.9723 0.5505 -1.2380
O -0.7175 0.4467 -2.6376
C 0.0207 0.8262 0.9682
S 1.4346 0.8464 2.1291
S 1.1313 -0.7992 3.3343
H 1.0005 -1.5719 0.4338
H 0.6909 -1.6787 -1.0938
H 1.1738 0.6491 -0.9041
H -1.7708 -0.1716 -1.0164
H -1.3826 1.5421 -1.0676
H -0.4718 -0.4488 -2.9244
H -0.8746 0.3475 1.3712
H -0.3090 1.8661 0.8911
H 0.3761 -1.4103 2.4373
```

The calculation puts the total energy at -1046.04506 hartree. The value obtained for the orbital gap is 8.84 eV. The highest occupied orbital energy comes out at -8.3 eV. The relative energy (zero: lowest compared OMol25 entry of this formula, charge and spin) comes out at 106.5 kJ/mol. As for the SMILES: N[C@@H](CO)CSS. The calculation puts the largest force on an atom at 1.74 eV/A.

Formula: C38H52ClMoN3O3SSb
Source: the Open Molecules 2025 dataset
Level of theory: the ωB97M-V functional and the def2-TZVPD basis

The geometry in XYZ format:
```
100
Properties=species:S:1:pos:R:3
Mo 0.8935 -0.5112 0.0130
C 0.0080 -0.6505 5.2549
N 0.7937 0.3808 4.5888
C 1.1110 1.6204 5.1100
C 1.7582 2.3032 4.1552
N 1.8347 1.4687 3.0373
C 1.2390 0.2805 3.3245
S 1.0802 -1.1443 2.4138
C 2.4774 1.8777 1.8365
C 3.6238 2.6458 1.9475
C 4.1657 3.1966 0.7993
C 3.5362 2.9683 -0.4108
C 2.4268 2.1500 -0.4221
N 1.9012 1.5867 0.6747
H -0.2488 -0.2927 6.2477
H 0.5833 -1.5702 5.3319
H -0.8992 -0.8367 4.6812
H 0.8266 1.9092 6.1061
H 2.1359 3.3088 4.1411
H 4.0831 2.7976 2.9136
H 5.0632 3.7976 0.8562
H 3.9069 3.3864 -1.3358
H 1.9308 1.9149 -1.3509
O -2.9416 -0.5620 0.2906
C -2.0782 0.0335 0.8731
O -0.8445 0.1658 0.3676
C -2.2788 0.7223 2.1852
C -1.4485 1.7613 2.5952
C -1.6935 2.4012 3.8025
C -2.7417 1.9815 4.6131
C -3.5581 0.9324 4.2090
C -3.3372 0.3133 2.9883
H -0.6458 2.0829 1.9441
H -1.0734 3.2344 4.1087
H -2.9335 2.4829 5.5536
H -4.3775 0.6099 4.8379
H -3.9771 -0.4880 2.6424
C 2.7391 -1.5232 -4.1825
C 2.1044 -0.1308 -4.1594
C 1.7889 0.3356 -5.5815
C 3.1030 0.8446 -3.5357
Sb 0.3087 -0.2557 -2.9058
C -0.9014 1.5143 -3.4025
C -0.0272 2.7612 -3.2524
C -2.0490 1.5902 -2.3926
C -1.4796 1.4768 -4.8137
C -0.8520 -1.9250 -3.7409
C -0.8925 -1.8730 -5.2689
C -0.2418 -3.2598 -3.3219
C -2.2670 -1.8174 -3.1688
H 3.7254 -1.4525 -4.6534
H 2.1512 -2.2320 -4.7652
H 2.8836 -1.9296 -3.1794
H 2.6855 0.2064 -6.1979
H 1.5292 1.3955 -5.6085
H 0.9838 -0.2242 -6.0534
H 3.9892 0.8894 -4.1787
H 3.4292 0.5195 -2.5480
H 2.7043 1.8594 -3.4706
H 0.2926 2.9083 -2.2190
H -0.6312 3.6372 -3.5153
H 0.8348 2.7542 -3.9193
H -1.7001 1.4741 -1.3709
H -2.8133 0.8344 -2.5753
H -2.5252 2.5742 -2.4795
H -0.7089 1.4883 -5.5860
H -2.0989 2.3708 -4.9509
H -2.1264 0.6171 -4.9769
H 0.0852 -2.0621 -5.7110
H -1.2753 -0.9343 -5.6665
H -1.5589 -2.6709 -5.6142
H 0.8114 -3.3543 -3.5900
H -0.7885 -4.0556 -3.8398
H -0.3399 -3.4266 -2.2551
H -2.8252 -0.9922 -3.6130
H -2.2796 -1.6999 -2.0820
H -2.8077 -2.7396 -3.4073
C 0.3378 -2.4362 -0.0232
C 0.1034 -3.6267 0.1052
C -0.1625 -5.0264 0.1875
C 0.8935 -5.9424 0.1550
C 0.6321 -7.2999 0.2238
C -0.6767 -7.7544 0.3238
C -1.7292 -6.8487 0.3537
C -1.4782 -5.4889 0.2860
H 1.9088 -5.5768 0.0759
H 1.4510 -8.0067 0.1992
H -0.8767 -8.8165 0.3768
H -2.7483 -7.2040 0.4294
H -2.2906 -4.7742 0.3059
C -1.1011 5.7834 0.4651
C -0.0305 4.7213 0.3479
O -0.5545 3.4575 -0.0585
H -0.6675 6.7382 0.7631
H -1.8442 5.5029 1.2154
H -1.6066 5.9272 -0.4916
H 0.4825 4.5924 1.3091
H 0.7220 5.0173 -0.3877
H -1.5159 3.4973 -0.0370
Cl 3.1176 -1.1007 -0.3832
```

As for the spin multiplicity: 3. The calculation puts the total energy at -3035.82040 hartree. The value obtained for the orbital gap (spin up / spin down) is 6.45 / 6.76 eV. The highest occupied orbital energy (spin up / spin down) comes out at -10.2 / -10.4 eV. The net charge is +1. As for the expectation value of S²: 2.037. The relative energy (zero: lowest compared OMol25 entry of this formula, charge and spin) comes out at 46.7 kJ/mol. The calculation puts the largest force on an atom at 0.47 eV/A.

Formula: C3H3Cl2O2
Source: the Open Molecules 2025 dataset
Level of theory: the ωB97M-V functional and the def2-TZVPD basis

The geometry in XYZ format:
```
10
Properties=species:S:1:pos:R:3
C 0.9877 1.0738 0.6349
C -1.1025 -0.3585 -0.1677
C 0.3301 0.0160 -0.3174
O 2.0264 0.9509 1.2225
O 0.1605 1.9891 0.4754
Cl 1.0885 -2.4321 0.4404
Cl 0.8815 0.1333 -1.9003
H -1.3220 -1.2157 -0.8026
H -1.2933 -0.6253 0.8706
H -1.7568 0.4685 -0.4558
```

The calculation puts the total energy at -1187.01845 hartree. The value obtained for the orbital gap is 8.09 eV. The highest occupied orbital energy comes out at -5.1 eV. The net charge is -1. The relative energy (zero: lowest compared OMol25 entry of this formula, charge and spin) comes out at 68.7 kJ/mol. The calculation puts the largest force on an atom at 1.10 eV/A.

Formula: C2H3NO2
Source: the Open Molecules 2025 dataset
Level of theory: the ωB97M-V functional and the def2-TZVPD basis

The geometry in XYZ format:
```
8
Properties=species:S:1:pos:R:3
C -0.1299 -1.1880 -0.1711
N 0.4475 0.0006 -0.3289
O 1.2256 0.2401 -1.2750
C -0.0823 1.1850 0.4583
O -1.0812 0.9719 1.3036
H 0.2691 -1.9636 -0.7866
H -0.8672 -1.4267 0.4886
H 0.2184 2.1806 0.3112
```

The calculation puts the total energy at -283.10294 hartree. The value obtained for the orbital gap (spin up / spin down) is 8.17 / 8.17 eV. The highest occupied orbital energy (spin up / spin down) comes out at -9.3 / -9.3 eV. The relative energy (zero: lowest compared OMol25 entry of this formula, charge and spin) comes out at 407.1 kJ/mol. As for the SMILES: C=[N+]([O-])C=O. The calculation puts the largest force on an atom at 9.54 eV/A.

Formula: C48H79F9N6O2P
Source: the Open Molecules 2025 dataset
Level of theory: the ωB97M-V functional and the def2-TZVPD basis

The geometry in XYZ format:
```
145
Properties=species:S:1:pos:R:3
C -6.1632 -2.1272 2.7620
C -5.1967 -1.2048 3.5457
C -4.2669 -0.3993 2.6545
C -4.9373 0.7239 1.8905
N -4.0671 1.6984 1.0714
C -3.0682 2.6043 1.8459
C -4.0718 3.6030 2.5914
C -5.1439 3.9571 1.5846
C -4.8644 2.8824 0.4722
C -3.2742 1.0486 -0.0836
C -4.0545 0.4818 -1.2403
C -3.0812 -0.2152 -2.1865
H -6.8356 -1.5433 2.1335
H -6.6215 -2.9209 3.3519
H -5.5559 -2.7030 2.0635
H -4.4274 -1.8377 3.9881
H -5.7187 -0.5724 4.2638
H -3.7798 -1.0850 1.9613
H -3.5084 0.1584 3.2039
H -5.3970 1.3757 2.6334
H -5.7011 0.4466 1.1640
H -2.4157 3.1853 1.1941
H -2.5406 1.9274 2.5178
H -3.5187 4.4633 2.9683
H -4.4522 3.2685 3.5566
H -4.8078 4.9497 1.2845
H -6.1925 4.0086 1.8777
H -4.2866 3.2858 -0.3594
H -5.6439 2.3656 -0.0877
H -2.7825 0.1608 0.3139
H -2.4094 1.6565 -0.3497
H -4.5884 1.3038 -1.7171
H -4.7267 -0.3296 -0.9610
H -2.3067 0.4449 -2.5771
H -3.7413 -0.5485 -2.9874
H -2.5819 -1.0897 -1.7694
C 5.1009 -4.5505 -5.2983
C 5.3682 -3.3640 -4.4204
C 4.3983 -3.4891 -3.1442
C 2.9345 -3.2084 -3.5633
N 1.9762 -3.0017 -2.3869
C 0.5007 -2.6523 -2.7242
C 0.5798 -1.2402 -3.4671
C 1.7710 -0.5599 -2.7433
C 2.2546 -1.6333 -1.6989
C 2.0440 -4.1718 -1.3127
C 1.6166 -5.6350 -1.8597
C 1.4356 -6.5810 -0.6875
H 4.1255 -4.3836 -5.7554
H 4.8833 -5.4930 -4.7959
H 5.8387 -4.7821 -6.0664
H 5.2262 -2.4367 -4.9755
H 6.4285 -3.2300 -4.2062
H 4.7014 -2.6737 -2.4875
H 4.6057 -4.4277 -2.6302
H 2.6079 -4.1422 -4.0210
H 2.9398 -2.3458 -4.2297
H -0.2133 -2.5479 -1.9072
H 0.2621 -3.4103 -3.4702
H -0.2726 -0.5633 -3.4105
H 0.7700 -1.1819 -4.5387
H 1.5016 0.3753 -2.2524
H 2.6572 -0.2793 -3.3126
H 1.7219 -1.5934 -0.7488
H 3.3236 -1.5987 -1.4886
H 1.3401 -3.8432 -0.5481
H 3.0895 -4.1702 -1.0044
H 2.3029 -5.9571 -2.6428
H 0.7207 -5.4639 -2.4565
H 0.9577 -6.1990 0.2146
H 2.3998 -6.8331 -0.2461
H 0.8996 -7.5045 -0.9067
P 0.7162 0.6091 1.4619
F 2.3275 0.9075 1.1075
F 0.9679 0.7248 3.1079
F 0.3034 2.2382 1.2057
F -0.8415 0.3083 1.6059
F 0.5108 0.4472 -0.1588
F 0.9501 -0.9305 1.6355
N -0.8644 2.3828 5.9846
C -1.7024 3.0726 6.9490
C -2.9570 2.5916 6.7972
C -2.9390 1.5917 5.8038
C -1.6354 1.4696 5.3060
H 0.0986 2.5511 5.7309
H -1.2278 3.8823 7.4834
H -3.8630 2.8241 7.3371
H -3.7213 0.9169 5.4889
H -1.1401 1.0281 4.4538
N 1.9467 3.2065 3.6665
C 3.0343 3.6665 4.3728
C 2.8806 4.9115 4.8279
C 1.4370 5.1273 4.6678
C 0.9242 4.1103 3.8380
H 1.8504 2.2768 3.2837
H 3.9309 3.0777 4.4986
H 3.6090 5.6662 5.0853
H 0.9030 6.0317 4.9192
H -0.0445 3.9132 3.4030
N 2.8099 3.6978 0.6216
C 2.6251 3.2646 -0.6980
C 2.5406 4.3857 -1.5244
C 2.6025 5.5155 -0.7284
C 2.7572 5.0769 0.6194
H 2.7103 3.0827 1.4164
H 2.6178 2.2403 -1.0403
H 2.4071 4.3486 -2.5954
H 2.5710 6.5146 -1.1375
H 2.9978 5.5395 1.5651
N -0.8625 -3.3118 1.4022
C -1.6000 -2.6527 0.4024
C -2.7143 -3.4491 0.0963
C -2.5838 -4.5830 0.7962
C -1.4652 -4.5360 1.6274
H -0.0964 -2.8900 1.9075
H -1.3262 -1.6418 0.1386
H -3.4511 -3.1271 -0.6247
H -3.3631 -5.3292 0.7473
H -1.0662 -5.2863 2.2939
C 5.3535 -0.9619 0.7705
C 6.0505 -0.5320 -0.3354
C 7.0005 -1.3761 -0.8921
C 7.2534 -2.6933 -0.4099
C 6.4916 -3.1316 0.6529
C 5.5067 -2.3163 1.1817
H 4.6115 -0.3294 1.2349
H 5.9268 0.4728 -0.7115
H 7.5711 -1.2467 -1.7998
H 7.9949 -3.2701 -0.9428
H 6.9549 -4.0658 0.9338
H 4.7357 -2.5378 1.9048
C -0.7283 3.3824 -2.4191
C -0.7613 2.7335 -3.8155
O -1.9509 2.9958 -4.5241
C -2.2137 2.1655 -5.5554
O -1.4562 1.2048 -5.9320
C -3.5334 2.3742 -6.2308
F -4.1163 3.4787 -5.8409
F -3.2204 2.5957 -7.4924
F -4.3570 1.2767 -6.1479
H -0.2772 4.3719 -2.3455
H -0.1900 2.8348 -1.6455
H -1.6961 3.5628 -1.9512
H -0.5608 1.6628 -3.7769
H -0.0225 3.2351 -4.4406
```

As for the spin multiplicity: 2. The calculation puts the total energy at -3595.04266 hartree. The value obtained for the orbital gap (spin up / spin down) is 7.13 / 3.23 eV. The highest occupied orbital energy (spin up / spin down) comes out at -11.7 / -11.7 eV. The net charge is +2. As for the expectation value of S²: 0.763. The calculation puts the largest force on an atom at 6.15 eV/A.

Formula: C15H16N2O3S
Source: the Open Molecules 2025 dataset
Level of theory: the ωB97M-V functional and the def2-TZVPD basis

The geometry in XYZ format:
```
37
Properties=species:S:1:pos:R:3
C -0.6902 -1.1889 -2.7271
C -0.0175 -1.7961 -1.5304
C 1.2581 -2.3321 -1.6334
C 1.9007 -2.8801 -0.5377
C 1.2584 -2.9152 0.6877
C -0.0180 -2.3992 0.8122
C -0.6543 -1.8299 -0.2850
N -1.9317 -1.2750 -0.0926
S -2.0590 0.0363 0.9512
O -1.6372 -0.3648 2.2569
O -3.3945 0.5301 0.7917
C -0.8010 1.1301 0.2701
C 0.4644 0.8553 0.7570
C 1.5805 1.4647 0.2025
C 2.9798 1.1608 0.6322
N 3.1158 0.6751 1.8864
O 3.9303 1.3419 -0.0995
C 1.3933 2.3621 -0.8477
C 0.1250 2.6525 -1.3042
C -1.0047 2.0319 -0.7661
C -2.3554 2.3519 -1.3233
H -0.0342 -1.2402 -3.5921
H -0.9315 -0.1417 -2.5435
H -1.6121 -1.7199 -2.9674
H 1.7610 -2.3069 -2.5890
H 2.8979 -3.2790 -0.6429
H 1.7475 -3.3491 1.5467
H -0.5367 -2.4087 1.7571
H -2.4438 -1.0892 -0.9415
H 0.5353 0.1375 1.5576
H 2.3404 0.5655 2.5136
H 4.0416 0.4550 2.2138
H 2.2638 2.8206 -1.2919
H -0.0073 3.3615 -2.1085
H -3.1423 1.8986 -0.7302
H -2.4993 3.4310 -1.3403
H -2.4322 1.9985 -2.3522
```

The calculation puts the total energy at -1314.64376 hartree. The value obtained for the orbital gap is 9.30 eV. The highest occupied orbital energy comes out at -9.0 eV. The relative energy (zero: lowest compared OMol25 entry of this formula, charge and spin) comes out at 87.7 kJ/mol. As for the SMILES: Cc1ccccc1NS(=O)(=O)c1cc(C(N)=O)ccc1C. The calculation puts the largest force on an atom at 0.92 eV/A.

Formula: C3H8NO2
Source: the Open Molecules 2025 dataset
Level of theory: the ωB97M-V functional and the def2-TZVPD basis

The geometry in XYZ format:
```
14
Properties=species:S:1:pos:R:3
N 1.7174 0.2081 0.7818
C 1.5094 -0.7086 -0.3432
C 0.2364 -0.3941 -1.1704
O -0.9059 -0.7196 -0.4061
C -1.7717 0.4546 0.3031
O -1.0368 1.3344 0.8765
H 0.7860 0.5780 1.0729
H 2.0982 -0.3582 1.5301
H 1.3720 -1.7357 0.0365
H 2.3906 -0.6755 -1.0104
H 0.1816 -0.9977 -2.0752
H 0.2834 0.6610 -1.4638
H -2.3444 0.8179 -0.5887
H -2.4095 -0.2181 0.9322
```

The calculation puts the total energy at -324.32730 hartree. The value obtained for the orbital gap is 7.61 eV. The highest occupied orbital energy comes out at -3.2 eV. The net charge is -1. The relative energy (zero: lowest compared OMol25 entry of this formula, charge and spin) comes out at 231.3 kJ/mol. As for the SMILES: NCCOC[O-]. The calculation puts the largest force on an atom at 1.52 eV/A.

Question: total energy of number 2 (C38H52ClMoN3O3SSb)?
Answer: -3035.82040 hartree